[1]
Computed, not measured: a molecular structure, C28H20ClFIN5O4RuSSbSe4 at a distorted geometry, with the ωB97M-V functional and the def2-TZVPD basis.

XYZ file:
```
67
C28H20ClFIN5O4RuSSbSe4 | OMol25 | the ωB97M-V functional and the def2-TZVPD basis
Ru 10.7869 8.4920 13.5670
C 7.9103 12.7445 6.6731
C 8.6091 13.4666 7.8700
C 8.3143 14.9894 7.9700
C 6.9514 15.3422 8.6095
C 6.6956 14.5882 9.8899
C 5.8586 15.1069 10.8352
C 5.7211 14.4419 12.0363
F 4.9592 14.9242 13.0277
C 6.3414 13.2161 12.2565
C 7.0086 12.6075 11.2068
C 7.6789 11.3057 11.5012
O 7.4127 10.7080 12.5771
C 8.6682 10.8473 10.4687
C 8.9190 11.6689 9.3924
N 8.2755 12.8577 9.1576
C 7.3735 13.3769 10.0632
C 9.4434 9.5679 10.4341
O 9.5241 8.8005 11.4053
O 10.0465 9.2677 9.3180
H 8.1087 13.2470 5.7117
H 6.8351 12.5789 6.8511
H 8.3224 11.7495 6.6157
H 9.7116 13.3330 7.7678
H 8.3882 15.4408 6.9695
H 9.1599 15.4893 8.5538
H 6.0989 15.1677 7.9067
H 6.9337 16.3940 8.8770
H 5.3453 16.0087 10.6017
H 6.3737 12.7901 13.2696
H 9.7303 11.4852 8.6700
Cl 12.3305 13.5622 17.9953
C 11.8032 12.5642 16.7150
C 11.4913 13.2738 15.5887
C 10.8584 12.6754 14.5038
I 10.2864 14.0762 13.0696
C 10.8010 11.2529 14.4164
O 10.4558 10.5946 13.3642
C 11.2279 10.5276 15.6023
N 11.3511 9.1613 15.4597
C 11.9063 8.4485 16.4708
C 12.4065 9.0232 17.6483
C 12.1918 10.3735 17.8877
C 11.6706 11.1575 16.8062
H 11.6249 14.3556 15.6523
H 11.9668 7.3865 16.2405
H 12.9630 8.4540 18.3969
H 12.4979 10.8356 18.7941
N 13.2198 8.2410 11.6788
C 12.3957 8.3271 12.5085
H 14.1426 8.0538 11.2987
S 8.7708 8.6005 14.5923
C 7.2627 8.2507 13.8355
N 7.1760 7.8590 12.5623
C 5.9303 7.6291 12.0136
C 4.8138 7.6525 12.7935
C 5.0023 7.9888 14.1687
N 6.1964 8.3074 14.6322
H 7.9986 8.0722 11.9960
H 5.9655 7.4506 10.9294
H 3.8394 7.5530 12.2329
H 4.1792 8.0513 14.8896
Se 12.9810 7.1893 8.8214
Sb 10.4659 7.1761 8.8342
Se 8.8573 8.0000 7.1065
Se 9.5432 5.9029 10.7882
Se 10.7455 6.2386 13.5745
```

Multiplicity ... 6
LUMO energy (spin up / spin down) ... -1.291 / -2.515 eV
HOMO energy (spin up / spin down) ... -0.261 / -0.267 Ha
Total energy ... -349679.0226 eV

Atomic partial charges in e from the Löwdin method, atoms 1 to 4: atom 1 (Ru): 0.701, atom 2 (C): -0.018, atom 3 (C): -0.301, atom 4 (C): -0.125

***

[2]
Computed, not measured: a molecular structure, C28H20F10N4S5SiTa at a distorted geometry, with the ωB97M-V functional and the def2-TZVPD basis.

XYZ file:
```
69
C28H20F10N4S5SiTa | OMol25 | the ωB97M-V functional and the def2-TZVPD basis
Ta 0.0158 -0.2029 0.6872
C 2.0022 -0.4391 -4.5198
S 3.2343 -0.1095 -3.2462
C 2.3060 0.0407 -1.7855
S 0.5791 -0.0832 -1.8011
N 3.0319 0.2738 -0.7466
N 2.3064 0.3832 0.4249
C 3.0271 0.6829 1.4281
C 2.3824 0.9316 2.7052
C 3.1117 1.1089 3.8642
C 2.4235 1.3272 5.0460
C 1.0416 1.4107 5.0053
C 0.3932 1.2344 3.7960
N 1.0486 0.9816 2.6581
H 2.5736 -0.5204 -5.4441
H 1.4839 -1.3767 -4.3264
H 1.2929 0.3823 -4.6066
H 4.0997 0.7960 1.3013
H 4.1940 1.0642 3.8338
H 2.9567 1.4219 5.9846
H 0.4616 1.5952 5.9009
H -0.6845 1.2937 3.7240
F -4.2188 -2.3150 -4.9255
C -3.4458 -2.2818 -3.8523
C -3.2222 -1.0881 -3.1960
F -3.7732 0.0366 -3.6442
C -2.4288 -1.0764 -2.0711
F -2.2660 0.1083 -1.4627
C -1.8341 -2.2212 -1.5613
S -0.9232 -2.3405 -0.0449
C -2.0651 -3.3979 -2.2573
F -1.5114 -4.5329 -1.8374
C -2.8597 -3.4388 -3.3835
F -3.0619 -4.5863 -4.0204
C -3.8422 3.8989 2.9198
Si -3.6207 4.0582 1.0868
C -3.9399 5.7915 0.5181
C -4.6887 2.8499 0.1641
C -1.7986 3.6812 0.6717
C -0.9288 4.6580 0.1748
C 0.3731 4.3626 -0.2149
C 0.8028 3.0586 -0.1406
N 0.0024 2.1107 0.3480
C -1.2329 2.4117 0.7665
S -1.9833 0.9527 1.4455
H -4.8808 4.1271 3.1916
H -3.1941 4.5933 3.4639
H -3.6316 2.8817 3.2648
H -5.0202 5.9711 0.4909
H -3.5559 5.9655 -0.4928
H -3.4997 6.5362 1.1900
H -5.6153 3.3441 -0.1446
H -4.9603 1.9946 0.7891
H -4.1987 2.4673 -0.7370
H -1.2807 5.6804 0.0848
H 1.0393 5.1288 -0.5874
H 1.7846 2.7487 -0.4793
F 5.3043 -3.0553 4.2945
C 4.0677 -2.7431 3.9384
C 3.1349 -2.4037 4.8961
F 3.4876 -2.3729 6.1762
C 1.8468 -2.0731 4.5207
F 0.9824 -1.7291 5.4766
C 1.4542 -2.0586 3.1931
S -0.2055 -1.6402 2.7515
C 2.4174 -2.4118 2.2590
F 2.1033 -2.4175 0.9517
C 3.7082 -2.7483 2.6044
F 4.6016 -3.0624 1.6733
```

LUMO energy ... -4.868 eV
HOMO energy ... -0.413 Ha
Total energy ... -126097.2158 eV
Total charge ... +1

Atomic partial charges in e from the Löwdin method, atoms 1 to 4: atom 1 (Ta): 1.140, atom 2 (C): -0.411, atom 3 (S): 0.920, atom 4 (C): -1.053